Formula: C27H33MoN7OS
Source: the Open Molecules 2025 dataset
Level of theory: ωB97M-V with the def2-TZVPD basis set

Geometry as ORCA input:
```
! RIJCOSX wB97M-V def2-TZVPD def2/J DEFGRID3
* xyz 2 3
H 3.6713 -2.1951 3.4593
C -3.4519 -1.6029 -1.1450
H 1.1446 4.5903 0.3361
C -2.8707 4.3184 -0.4709
C 2.9741 -1.9187 4.2526
C 4.0315 -0.4699 0.4602
C -2.2393 4.4043 0.7735
S -0.2460 0.1587 2.9122
C 4.2430 2.4048 0.8120
C 3.0062 1.7963 0.6178
C 0.8326 -1.1538 3.3058
C -0.1844 0.7582 -3.9895
O -1.7753 -0.6655 0.2848
H 0.5391 -4.3309 3.9758
C 2.1778 -3.1247 4.7203
H -4.2849 -2.5976 1.3422
C 2.1818 -1.6288 0.2908
C -3.1256 -1.1430 0.2621
N 1.8340 -0.3400 0.4081
C 1.2226 -3.5619 3.6234
C 1.8504 2.5736 0.4793
Mo -0.2006 0.2357 0.4124
C -0.5615 2.8163 0.0936
H 5.0449 -0.1163 0.4942
C 2.0138 3.9640 0.4744
H -4.2287 5.3044 -1.8214
H 5.1304 1.8034 0.9488
H -2.8096 -2.4387 -1.4279
C 0.0236 -0.0719 -2.8869
H 1.4191 -2.3844 0.1813
C 3.2455 4.5532 0.6447
H 1.6161 -2.8734 5.6212
N 2.0508 -0.8931 3.7485
N -0.6982 1.8042 -2.1246
H -4.4885 -1.9339 -1.1967
N 0.4214 -2.4074 3.1969
N -0.2889 0.5641 -1.7622
N 2.9761 0.3677 0.5162
C 5.7403 4.4130 1.0142
H -0.5396 -2.5379 2.9204
H 3.5425 -1.4822 5.0710
H -2.6142 -3.0837 1.0370
H -4.1060 6.0573 -0.2266
C -4.1159 5.1068 -0.7570
H -3.3159 -0.7922 -1.8613
N 0.5798 2.0008 0.3599
H -4.9971 4.5540 -0.4254
H 6.1954 4.6193 0.0437
H 2.8558 -3.9397 4.9662
H -0.0169 0.5279 -5.0264
H -2.6451 5.0641 1.5298
H -0.9271 2.8676 -3.9389
H -3.7613 -0.2971 0.5341
C -3.2569 -2.2400 1.3001
H 4.1475 -2.6555 0.2249
H 6.4167 3.7640 1.5680
C -0.6466 1.9428 -3.4635
H -2.9869 -1.8634 2.2880
H 1.7694 -3.9618 2.7663
H -0.6299 3.7299 2.0253
H -2.8428 3.3260 -2.3724
C -1.2051 2.7080 -1.1446
C 3.5622 -1.7582 0.3213
H 5.6602 5.3597 1.5456
C -2.3460 3.4463 -1.4170
H 0.3818 -1.0880 -2.8573
H 2.2807 0.0829 3.8562
H 3.3207 5.6330 0.6395
C -1.1131 3.6580 1.0585
C 4.3910 3.7797 0.8338
*
```

lowest unoccupied orbital energy (alpha / beta)	-6.36 / -6.54	eV
maximum force	0.260	eV Å⁻¹
E	-53692.1660	eV
M	599.6	g/mol
expectation value of S²	2.0219
gap between HOMO and LUMO (alpha / beta)	0.252 / 0.253	hartree